Entry from OMol25: a single C16H27ClN2O2S molecule (ωB97M-V/def2-TZVPD).

XYZ file:
```
49
Properties=species:S:1:pos:R:3:forces:R:3:mulliken_charge:R:1
C 5.006561 1.944056 -0.136249 -0.10 -0.20 0.11 -1.530
C 4.049542 0.792396 0.146784 -0.08 0.10 -0.22 0.175
C 2.989319 0.672808 -0.963498 0.13 -0.02 0.16 -1.168
N 1.810968 -0.119310 -0.690518 -0.07 0.09 0.05 0.792
C 1.968615 -1.558197 -0.663148 0.09 -0.03 0.20 -1.050
C 2.599549 -2.191526 0.588570 -0.10 -0.05 -0.21 0.211
C 2.423319 -3.704947 0.571118 0.07 0.22 0.07 -1.466
C 0.887233 0.429736 0.280472 -0.22 -0.02 -0.26 -1.898
C -0.425169 0.954924 -0.360122 0.26 -0.38 -0.42 2.026
C -1.162151 -0.163219 -1.089894 0.19 0.12 -0.05 -2.115
C -0.147943 2.104819 -1.329412 -0.16 -0.24 0.27 -2.127
N -1.301134 1.468113 0.691009 -0.35 -0.25 0.64 -0.334
S -2.069886 0.471938 1.778283 -0.15 0.35 -0.05 1.373
O -2.295581 1.280361 2.940967 -0.08 0.23 -0.09 -0.791
O -1.416613 -0.797135 1.948300 -0.18 0.01 -0.25 -0.657
C -3.643497 0.198685 0.968455 0.47 -0.08 0.23 -0.181
C -4.392359 1.299089 0.598425 -0.12 0.05 -0.02 -0.367
C -5.617505 1.116720 -0.017921 0.04 -0.05 0.04 -0.715
C -6.072721 -0.175253 -0.249109 0.30 -0.03 0.14 0.393
Cl -7.597368 -0.408457 -1.018165 -0.21 -0.03 -0.11 -0.206
C -5.323990 -1.280701 0.129846 -0.10 0.13 -0.03 -0.735
C -4.099260 -1.085341 0.745475 0.12 -0.04 0.08 0.004
H 4.471636 2.891227 -0.167578 -0.02 0.13 -0.02 0.373
H 5.501121 1.800059 -1.094664 0.10 0.05 -0.11 0.329
H 5.768952 2.006990 0.636888 0.10 0.07 0.01 0.421
H 3.556430 0.955283 1.107129 -0.01 -0.07 0.06 0.347
H 4.621556 -0.132511 0.219439 -0.05 -0.05 0.08 0.122
H 3.461590 0.259010 -1.859960 0.02 0.12 -0.05 0.437
H 2.647256 1.681994 -1.210787 0.08 0.04 -0.08 0.292
H 0.971630 -1.990836 -0.785181 0.02 -0.12 -0.08 0.217
H 2.560644 -1.836220 -1.540569 -0.07 -0.09 -0.03 0.497
H 3.662634 -1.956349 0.639450 -0.01 0.08 0.05 0.069
H 2.122213 -1.785995 1.482134 0.05 0.07 0.06 0.298
H 2.894411 -4.154338 1.442270 0.01 -0.12 0.03 0.417
H 1.367183 -3.964806 0.580920 -0.11 -0.09 -0.01 0.336
H 2.874481 -4.132459 -0.322385 0.03 -0.11 -0.08 0.335
H 0.595632 -0.324142 1.014932 0.13 0.08 0.00 0.601
H 1.344443 1.262694 0.826872 0.01 0.00 0.07 0.531
H -1.351647 -0.988945 -0.411501 -0.02 -0.20 -0.09 0.380
H -0.550666 -0.510665 -1.917225 0.05 -0.07 -0.08 0.523
H -2.111345 0.202912 -1.475584 -0.08 0.02 -0.09 0.414
H 0.468505 1.744893 -2.146983 0.11 -0.02 -0.08 0.386
H -1.083873 2.486165 -1.729970 -0.09 0.04 -0.07 0.463
H 0.369185 2.917928 -0.824912 0.11 0.16 0.05 0.443
H -0.919097 2.264512 1.178108 -0.02 0.15 0.28 0.387
H -4.007996 2.285412 0.800678 -0.03 0.18 -0.04 0.425
H -6.218745 1.961202 -0.315769 -0.05 0.06 -0.02 0.419
H -5.697824 -2.275512 -0.053890 -0.04 -0.07 -0.02 0.419
H -3.488244 -1.917059 1.058465 0.03 -0.15 -0.01 0.487
```
Forces are in eV/Å.

Summary:
- SMILES: CCCN(CCC)CC(C)(C)NS(=O)(=O)c1ccc(Cl)cc1
- E_LUMO: 0.0176 Eh
- Orbital gap: 8.59 eV
- E_HOMO: -8.11 eV
- Calculated total energy: -1744.22948 hartree
- Energy relative to the best compared isomer or geometry (same formula, charge and spin): 0.0 kcal per mole